(w)
Here is C3H7NO2S as an isolated structure from the Open Molecules 2025 dataset. Energies are from wB97M-V/def2-TZVPD.

The geometry in ORCA input format:
```
! wB97M-V def2-TZVPD RIJCOSX def2/J DEFGRID3
* xyz 0 1
O 1.76569 -1.13947 0.83327
C 1.47551 -0.49518 -0.30580
O 2.15619 -0.47002 -1.36910
C 0.24151 0.44784 -0.20014
C -0.98229 -0.44362 -0.63419
S -2.32013 -0.35261 0.47770
N 0.23333 1.03135 1.10034
H 1.09410 -1.69585 0.01250
H 0.37997 1.26816 -1.06886
H -0.53095 -1.35120 -0.70601
H -1.30976 -0.22839 -1.67196
H -2.03966 1.89111 0.42372
H 0.59863 0.51617 1.81831
H -0.76213 1.02173 1.29022
*
```

## Properties
HOMO-LUMO gap: 0.2665 Ha

=====

(x)
Here is the molecule C3H7NO2S from the Open Molecules 2025 dataset. Energies are from wB97M-V/def2-TZVPD.

The geometry in ORCA input format:
```
! wB97M-V def2-TZVPD RIJCOSX def2/J DEFGRID3
* xyz 0 1
O 1.72268 0.32655 -1.18112
C 0.65978 0.69513 -0.68675
O -0.11519 1.65706 -1.27684
C 0.26191 0.52669 0.81297
C -0.27593 -1.00758 0.84334
S -1.68804 -1.29701 -0.29820
N 1.36734 0.60639 1.79331
H 0.39130 2.09968 -2.06465
H -0.50224 1.26475 1.05229
H -0.68109 -0.96831 1.85945
H 0.57754 -1.60718 0.56584
H -1.81208 -2.64012 -0.13678
H 1.34637 -0.23385 2.43353
H 1.38295 1.43809 2.35461
*
```

## Properties
HOMO-LUMO gap: 0.3687 Ha
SMILES: N[C@H](CS)C(=O)O

=====

Structures ranked by computed energy, the most stable listed first: (x), (w).

=====

(w)
Here is the molecule C3H7NO2S from the Open Molecules 2025 dataset. Energies are from wB97M-V/def2-TZVPD.

The geometry in ORCA input format:
```
! wB97M-V def2-TZVPD RIJCOSX def2/J DEFGRID3
* xyz 0 1
C -0.19431 0.55016 -0.63334
C 1.12985 0.90935 0.13940
C -0.80368 -0.68233 -0.09516
N 1.02126 -1.76443 0.52573
O -1.36631 -1.54095 -1.05778
O -1.57626 -0.68428 0.97455
S 2.11572 -0.59633 -0.04038
H -0.92489 1.34178 -0.37594
H -0.07844 0.43461 -1.69032
H 1.65292 1.72216 -0.24727
H 0.86922 1.13234 1.23347
H 0.70698 -1.65474 1.48371
H -1.16714 -1.40167 -2.00676
H -2.16290 -1.50258 1.18670
*
```

## Properties
HOMO-LUMO gap (alpha / beta): 0.2905 / 0.2905 Ha

=====

(x)
Here is a 2-piece molecular cluster, C3H7NO2S overall from the Open Molecules 2025 dataset. Energies are from wB97M-V/def2-TZVPD.

The geometry in ORCA input format:
```
! wB97M-V def2-TZVPD RIJCOSX def2/J DEFGRID3
* xyz 0 1
C -1.06035 -0.21796 -0.36715
C -2.40581 -0.83528 -0.51600
C 1.71897 0.40495 0.31971
N -0.45135 -0.17375 0.72723
O 2.14884 -0.84506 0.28182
O 1.63134 1.16947 -0.73829
S 2.18428 1.36437 1.77603
H -0.78118 0.28535 -1.24995
H -3.17757 0.01165 -0.44422
H -2.68266 -1.56343 0.23171
H -2.62948 -1.35342 -1.56477
H 2.22877 -1.13205 1.17806
H 2.30168 1.07595 -1.47814
H 0.97449 1.80921 1.84395
*
```

## Properties
HOMO-LUMO gap (alpha / beta): 0.2888 / 0.2790 Ha

=====

Structures ranked by computed energy, the most stable listed first: (w), (x).

=====

(w)
Here is the molecule C3H7NO2S from the Open Molecules 2025 dataset. Energies are from wB97M-V/def2-TZVPD.

The geometry in ORCA input format:
```
! wB97M-V def2-TZVPD RIJCOSX def2/J DEFGRID3
* xyz 0 1
C -0.06993 0.14094 0.52805
C -1.49581 0.45262 -0.03124
C 1.15641 0.78573 -0.19005
H 0.51747 -1.53276 1.61355
H 0.66077 -1.74376 0.10605
H -0.09419 0.54052 1.57345
H 2.02402 0.44986 0.37823
H 1.05861 1.82307 -0.17212
H 0.18637 0.53041 -2.27630
H -1.54683 -1.30682 0.08963
N 0.11139 -1.31278 0.73637
O -1.80022 1.57946 -0.19668
O -2.18406 -0.70958 -0.28061
S 1.47600 0.30310 -1.87832
*
```

## Properties
HOMO-LUMO gap: 0.3706 Ha
SMILES: N[C@@H](CS)C(=O)O

=====

(x)
Here is the molecule C3H7NO2S from the Open Molecules 2025 dataset. Energies are from wB97M-V/def2-TZVPD.

The geometry in ORCA input format:
```
! wB97M-V def2-TZVPD RIJCOSX def2/J DEFGRID3
* xyz 0 1
C -2.03525 -0.10422 0.10236
C -0.79350 0.30178 0.76599
C 2.05377 -0.34392 -0.32308
N -2.47591 1.24455 -0.33560
O 1.44613 1.66011 1.15523
O 0.42939 1.61899 -1.16413
S 0.83906 0.95319 0.06473
H -1.89150 -0.74563 -0.73487
H -2.74604 -0.59157 0.75952
H -0.89159 0.75701 1.69417
H 1.43122 -1.21820 -0.25220
H 2.22078 -0.07243 -1.34611
H 3.06515 -0.52434 0.27568
H -1.88634 1.43533 -1.14462
*
```

## Properties
HOMO-LUMO gap (alpha / beta): 0.3343 / 0.3381 Ha

=====

(y)
Here is the molecule C3H7NO2S from the Open Molecules 2025 dataset. Energies are from wB97M-V/def2-TZVPD.

The geometry in ORCA input format:
```
! wB97M-V def2-TZVPD RIJCOSX def2/J DEFGRID3
* xyz 0 1
C 1.74682 -0.95891 0.56196
C 1.06604 0.29016 -0.34778
C -1.48579 0.78951 0.18048
N -0.40563 0.48440 -0.75309
O -1.05591 0.20448 1.40628
O -2.63876 0.21144 -0.33883
S 0.06103 -1.25356 1.44719
H 2.07283 -1.86341 -0.09196
H 2.60191 -0.64525 1.18650
H 1.29559 1.14081 0.23893
H 1.39624 0.06125 -1.34966
H -1.54595 1.79775 0.31477
H -0.69070 -0.44287 -1.16378
H -2.41770 0.18422 -1.29101
*
```

## Properties
HOMO-LUMO gap: 0.3399 Ha
SMILES: O[C@@H]1NCCSO1

=====

(z)
Here is C3H7NO2S as an isolated structure from the Open Molecules 2025 dataset. Energies are from wB97M-V/def2-TZVPD.

The geometry in ORCA input format:
```
! wB97M-V def2-TZVPD RIJCOSX def2/J DEFGRID3
* xyz 0 1
C -0.60252 1.75139 -1.08624
C -1.49447 -1.46318 -1.66855
C 1.25446 -0.18819 1.77557
N 0.29649 1.17011 -0.40303
O 1.74966 -0.85906 -0.95456
O 0.21416 -0.76191 1.08282
S 0.41486 -0.54077 -0.47691
H -0.77159 2.89016 -0.91936
H -1.24727 1.37014 -1.79666
H -0.95727 -1.73993 -2.61440
H -1.67478 -2.43997 -1.15142
H 0.87224 0.53476 2.49216
H 1.98270 0.29380 1.01887
H 1.80376 -0.92962 2.35324
*
```

## Properties
HOMO-LUMO gap: 0.3181 Ha

=====

Structures ranked by computed energy, the most stable listed first: (w), (y), (x), (z).

=====

(w)
Here is the molecule C3H7NO2S from the Open Molecules 2025 dataset. Energies are from wB97M-V/def2-TZVPD.

The geometry in ORCA input format:
```
! wB97M-V def2-TZVPD RIJCOSX def2/J DEFGRID3
* xyz 0 1
C -0.03388 -0.34167 -0.54547
C -0.72410 -0.01205 0.72094
C -1.89906 0.55171 0.59152
N 1.41065 -0.44583 -0.48986
O 3.74954 0.05840 0.29495
O 1.68734 -1.69819 0.18898
S 2.46008 0.66756 0.38880
H -0.22803 -1.31750 -0.93072
H -0.21597 0.29476 -1.51319
H -0.51841 -0.52034 1.69246
H -2.61686 0.72202 1.40390
H -2.28417 0.82844 -0.35087
H 2.59266 -1.57789 0.51235
H 2.40853 1.52175 -0.74622
*
```

## Properties
HOMO-LUMO gap: 0.3502 Ha

=====

(x)
Here is C3H7NO2S as an isolated structure from the Open Molecules 2025 dataset. Energies are from wB97M-V/def2-TZVPD.

The geometry in ORCA input format:
```
! wB97M-V def2-TZVPD RIJCOSX def2/J DEFGRID3
* xyz 0 1
C 0.34476 -0.75685 -0.88614
C -0.51670 -1.02690 -1.84664
C -0.05430 1.53649 1.52520
N -0.50177 1.50375 0.13875
O -2.23319 0.57603 -1.41472
O -1.90036 -0.55801 0.81462
S -1.51263 0.41264 -0.15365
H 0.50986 -1.40910 -0.09657
H 0.74940 0.16786 -1.09070
H -0.70051 -0.39289 -2.73439
H -1.00313 -1.99192 -1.67198
H 1.03627 1.16747 1.64142
H -0.16632 2.64111 1.81052
H -0.69372 0.97888 2.11554
*
```

## Properties
HOMO-LUMO gap: 0.3914 Ha

=====

(y)
Here is a 2-piece molecular cluster, C3H7NO2S overall from the Open Molecules 2025 dataset. Energies are from wB97M-V/def2-TZVPD.

The geometry in ORCA input format:
```
! wB97M-V def2-TZVPD RIJCOSX def2/J DEFGRID3
* xyz 0 1
C -0.66672 -0.24455 -1.38583
C -0.64030 -0.12672 1.21170
C -0.16265 0.29461 -0.16363
N 1.66292 -0.66255 -0.06332
O 2.43438 0.06789 0.53270
O 1.79529 -1.66126 -0.68612
S 0.38464 1.96042 -0.36991
H -1.77796 -0.07211 -1.22660
H -0.62419 -1.33528 -1.27115
H -0.51599 0.29748 -2.23657
H 0.10420 0.29126 1.94041
H -0.85985 -1.13633 1.41109
H -1.57526 0.36286 1.32264
H 0.44149 1.96428 0.98460
*
```

## Properties
HOMO-LUMO gap (alpha / beta): 0.3319 / 0.3320 Ha

=====

(z)
Here is the molecule C3H7NO2S from the Open Molecules 2025 dataset. Energies are from wB97M-V/def2-TZVPD.

The geometry in ORCA input format:
```
! wB97M-V def2-TZVPD RIJCOSX def2/J DEFGRID3
* xyz 0 1
O -1.33078 1.63833 -1.27190
C -0.41997 1.46053 -0.55732
O 0.24400 2.53062 0.02836
C 0.29497 0.21430 -0.09576
C -0.60492 -0.67756 0.82042
S 0.63509 -2.01661 1.46865
N 0.91647 -0.51220 -1.17247
H -0.09759 3.47952 -0.22004
H 1.40508 0.56855 0.25691
H -1.48685 -1.05497 0.25447
H -0.96708 -0.15819 1.77833
H -0.09441 -3.16584 1.41312
H 0.30206 -0.82945 -1.87340
H 1.20394 -1.47704 -0.82937
*
```

## Properties
HOMO-LUMO gap: 0.3766 Ha
SMILES: N[C@H](CS)C(=O)O

=====

Structures ranked by computed energy, the most stable listed first: (z), (x), (y), (w).

=====

(w)
Here is a 2-piece molecular cluster, C3H7NO2S overall from the Open Molecules 2025 dataset. Energies are from wB97M-V/def2-TZVPD.

The geometry in ORCA input format:
```
! wB97M-V def2-TZVPD RIJCOSX def2/J DEFGRID3
* xyz 0 1
O 0.18356 -0.40320 1.25649
C 0.56780 -0.33577 -0.09009
O 1.61765 -0.91583 -0.54501
C 0.39826 1.06914 -0.65653
C -0.73540 -0.02054 -0.97678
S -2.50128 0.50374 -0.32302
N -0.05614 2.16311 0.16986
H -0.73090 -0.63128 1.19958
H 0.91534 1.27281 -1.56455
H -0.89864 -0.07330 -2.10339
H 0.81050 -3.54838 1.47025
H 1.14554 -3.25445 0.85674
H 0.38164 2.23356 1.05627
H -1.09794 1.94041 0.25016
*
```

## Properties
HOMO-LUMO gap: 0.2016 Ha

=====

(x)
Here is the molecule C3H7NO2S from the Open Molecules 2025 dataset. Energies are from wB97M-V/def2-TZVPD.

The geometry in ORCA input format:
```
! wB97M-V def2-TZVPD RIJCOSX def2/J DEFGRID3
* xyz 0 1
C 1.71349 0.71509 0.66368
C -0.59751 -0.59028 1.00404
C -0.13549 0.53556 -1.27511
N -0.00386 0.48593 0.17116
O 2.56705 1.23201 -0.27672
O 2.36179 -1.40702 -0.73394
S 2.96141 -0.40946 0.19244
H 1.42099 1.42078 1.46504
H -0.13724 -0.40978 2.04732
H -1.73349 -0.43581 0.98390
H -0.22840 -1.73184 0.83020
H 0.81663 1.05238 -1.48219
H -0.26679 -0.36370 -1.92766
H -1.02517 1.13835 -1.43820
*
```

## Properties
HOMO-LUMO gap: 0.3208 Ha

=====

Structures ranked by computed energy, the most stable listed first: (x), (w).

=====

(w)
Here is a 2-piece molecular cluster, C5H15N2 overall from the Open Molecules 2025 dataset. Energies are from wB97M-V/def2-TZVPD.

The geometry in ORCA input format:
```
! wB97M-V def2-TZVPD RIJCOSX def2/J DEFGRID3
* xyz 2 2
C 0.42998 1.38736 -1.16590
N 0.82956 0.45526 -0.18047
C 1.74482 -2.48693 0.05400
C 1.30730 -2.19095 1.53369
C -1.10109 0.98672 -1.48229
N -1.87143 0.64834 -0.20085
C -2.30501 1.88354 0.56795
H 1.14953 1.54404 -1.96931
H 0.25842 2.39760 -0.71116
H 1.48595 -1.69820 -0.65018
H 2.81906 -2.70810 -0.00071
H 1.23884 -3.43528 -0.24743
H 0.34331 -1.68924 1.44557
H 1.23936 -3.13886 2.12343
H 1.97475 -1.48512 2.01563
H -1.55500 1.72067 -2.15185
H -0.97293 0.04622 -2.02052
H -0.95215 0.36071 0.25144
H 1.42259 0.92191 0.50638
H -1.59519 2.66182 0.88783
H -3.06585 2.33897 -0.08490
H -2.82481 1.47952 1.47966
*
```

## Properties
HOMO-LUMO gap (alpha / beta): 0.1930 / 0.1766 Ha
⟨S²⟩: 1.005

=====

(x)
Here is a 2-piece molecular cluster, C5H15N2 overall from the Open Molecules 2025 dataset. Energies are from wB97M-V/def2-TZVPD.

The geometry in ORCA input format:
```
! wB97M-V def2-TZVPD RIJCOSX def2/J DEFGRID3
* xyz 2 2
C -1.68541 1.17830 1.19875
C -0.57284 1.55394 0.22327
C 0.51795 0.49217 0.04079
C 0.18880 -0.96339 -0.43742
C -0.29356 -1.15897 -1.80110
N 0.72771 -0.60678 -2.84234
N 1.40951 -0.74638 2.48311
H -1.99138 0.06000 1.02178
H -1.39173 0.89361 2.24660
H -0.89614 1.95099 -0.81253
H -0.35126 2.49622 0.72538
H 1.19006 -0.03398 1.75341
H 1.41238 1.04025 -0.28829
H 1.02880 -1.64712 -0.39414
H -0.40420 -1.41081 0.36609
H -1.23309 -0.52661 -1.94593
H -0.50786 -2.29745 -2.09803
H 0.58307 -0.54884 -3.92288
H 1.20403 0.16140 -2.51908
H 2.21513 -1.22354 2.20223
H 1.43048 -0.43067 3.44952
H -2.58048 1.76767 1.35079
*
```

## Properties
HOMO-LUMO gap (alpha / beta): 0.2129 / 0.1798 Ha
⟨S²⟩: 0.755

=====

Structures ranked by computed energy, the most stable listed first: (x), (w).

=====

(w)
Here is the molecule CH4NOP from the Open Molecules 2025 dataset. Energies are from wB97M-V/def2-TZVPD.

The geometry in ORCA input format:
```
! wB97M-V def2-TZVPD RIJCOSX def2/J DEFGRID3
* xyz 0 1
C 0.67340 0.11911 0.41661
N 1.87681 0.40270 -0.07139
O -1.59530 -0.60705 -0.05079
P -0.97101 0.91216 0.11311
H 0.46317 -0.89541 0.80031
H 2.55518 -0.25719 -0.19222
H -2.49051 -0.75286 0.29509
H -0.51174 1.07854 -1.31072
*
```

## Properties
HOMO-LUMO gap: 0.3584 Ha
SMILES: [H]/N=C/PO

=====

(x)
Here is the molecule CH4NOP from the Open Molecules 2025 dataset. Energies are from wB97M-V/def2-TZVPD.

The geometry in ORCA input format:
```
! wB97M-V def2-TZVPD RIJCOSX def2/J DEFGRID3
* xyz 0 1
C -0.90132 -0.10445 0.12555
N -0.32506 -1.21630 0.47754
O -2.43059 -0.32882 -0.53393
P -0.16695 1.56271 0.32418
H -0.79612 -2.13404 0.16364
H 0.72471 -1.06199 0.61231
H 0.19546 1.78770 -1.03837
H -1.23595 2.37943 0.08980
*
```

## Properties
HOMO-LUMO gap (alpha / beta): 0.3273 / 0.3272 Ha
SMILES: NC(=O)P

=====

Structures ranked by computed energy, the most stable listed first: (w), (x).

=====

(w)
Here is an isolated ion of composition C6H15N2 and charge +1 from the Open Molecules 2025 dataset. Energies are from wB97M-V/def2-TZVPD.

The geometry in ORCA input format:
```
! wB97M-V def2-TZVPD RIJCOSX def2/J DEFGRID3
* xyz 1 1
C 1.79431 0.57365 -2.62043
C 1.29628 -0.23172 -1.43374
C 0.60188 0.83424 -0.52017
C -0.20531 0.11030 0.52264
C -1.37088 0.42333 1.13893
N -2.01316 -0.51056 1.88685
C -3.20648 -0.04748 2.58557
N 2.23971 -1.08618 -0.67597
H 1.82177 0.02707 -3.57325
H 2.85170 0.74726 -2.49006
H 1.39353 1.58426 -2.77527
H 0.38906 -0.90598 -1.75021
H -0.12412 1.44863 -1.13369
H 1.48534 1.61242 -0.11323
H -0.12437 -0.89300 0.64970
H -1.75788 1.42135 1.13676
H -1.64147 -1.43593 2.00514
H -3.22240 1.07941 2.80959
H -4.22843 -0.32175 2.05089
H -3.37150 -0.66147 3.58497
H 1.81934 -1.32312 0.18649
H 3.13383 -0.49334 -0.39314
H 2.43925 -1.95137 -1.07837
*
```

## Properties
HOMO-LUMO gap: 0.2754 Ha
SMILES: CN/C=C/C[C@@H](C)[NH3+]

=====

(x)
Here is a 2-piece molecular cluster, C6H15N2 overall from the Open Molecules 2025 dataset. Energies are from wB97M-V/def2-TZVPD.

The geometry in ORCA input format:
```
! wB97M-V def2-TZVPD RIJCOSX def2/J DEFGRID3
* xyz 1 1
C 0.97337 -1.63071 0.53820
C 1.19542 -1.29289 -0.74425
C 0.20695 -1.33208 -1.93390
C 2.02254 -1.79924 1.61386
H -0.10496 -1.87915 0.74618
H 2.21445 -0.98006 -1.07000
H 0.17752 -0.40171 -2.57801
H 0.51681 -2.18143 -2.60564
H -0.82705 -1.51813 -1.55986
H 3.04929 -1.62790 1.11319
H 2.10350 -2.87765 2.01989
H 1.93822 -1.09511 2.48124
C -1.25023 1.40204 -0.42486
C -0.72753 2.07515 0.66510
N 0.58697 2.31558 0.99878
N -2.74091 1.36272 -0.52016
H -0.70296 0.78840 -1.13095
H -1.41531 2.54083 1.39559
H 0.73769 2.44467 1.97960
H 1.27308 1.70958 0.56166
H -3.00665 0.41461 -0.22100
H -3.09479 1.49761 -1.47251
H -3.12542 2.06486 0.14784
*
```

## Properties
HOMO-LUMO gap: 0.3230 Ha

=====

Structures ranked by computed energy, the most stable listed first: (x), (w).